1.
C28H58BrINOPSi3Tl | the ωB97M-V functional and the def2-TZVPD basis

Geometry as ORCA input:
```
! wB97M-V def2-TZVPD RIJCOSX def2/J DEFGRID3
* xyz 1 1
H -3.1911 -0.1926 0.6585
H 3.1630 0.8752 0.4355
H -0.1020 -0.0889 -4.3525
C 1.8920 -1.0186 -1.9833
C 3.9612 0.3255 -0.0735
H -4.0654 -0.0398 2.1903
H -1.8641 -2.6922 1.5519
C -3.4889 0.5017 1.4445
C 0.8494 0.3467 -4.6441
H -1.9937 -3.2880 -3.0170
H 1.6183 -1.0069 4.0970
C -2.5976 2.6896 -2.5093
H 4.4044 0.9952 -0.8115
H -1.1327 3.0034 1.4260
H -2.5523 -2.5092 -1.5193
C -1.5795 3.4901 -3.0182
H -2.7384 -3.3652 2.9360
H 2.5686 2.1815 -1.5334
C 0.9367 -2.8513 -4.3771
H 1.6840 2.4042 3.3249
C 0.0257 0.9504 4.9587
C 1.5080 -4.1600 -1.7245
H 2.5885 -4.2972 -1.7828
H 4.4713 -2.8968 -2.4087
C 4.8001 -2.0481 -1.8058
H -0.8598 1.5696 5.0926
C -1.7620 4.8577 -3.1341
Tl 0.4317 -0.3253 -0.5513
N -0.3884 -0.8139 1.1774
H -3.5761 2.7024 2.9185
H -0.1202 0.0246 5.5102
H 2.4996 0.4587 3.7002
H 0.9344 2.0022 1.7852
P -0.9935 -0.0695 2.4626
H -1.5464 -3.9642 -1.4294
H -0.6476 3.0373 -3.3252
H -3.6658 -0.7330 4.1389
H -1.2526 1.7617 0.1788
H 5.5668 -2.4150 -1.1199
C -1.7779 2.2361 1.0091
C 0.3819 0.7112 3.4871
C -2.2859 1.2324 2.0609
C 1.6470 -0.1611 3.4161
H 4.0769 -0.6852 -4.3526
H -1.0711 -3.2935 4.3612
H 0.8166 -3.9159 -4.5855
C -3.9835 4.6338 -2.2497
H -3.1624 1.4471 4.0748
Si 0.9647 -2.5727 -2.5333
H 0.0066 2.8319 3.0449
C -2.7684 2.0522 3.2629
C -2.7275 -1.1356 4.5160
H -4.9277 5.0703 -1.9559
C -3.8045 3.2610 -2.1274
Si 2.1091 0.3914 -3.2553
H -3.1206 6.4932 -2.8421
H 1.2199 -0.2080 -5.5057
H -1.9882 2.7001 3.6596
C -2.9655 5.4275 -2.7479
H 0.1193 -2.6334 3.2403
H 1.2166 -4.2248 -0.6763
H 1.8731 -2.5360 -4.8417
H 0.8795 2.2138 -2.0603
H -0.9653 5.4714 -3.5308
H 1.9687 -2.3905 0.9706
C -1.7265 -3.0439 -1.9875
H 0.6521 1.3696 -4.9743
H -2.9714 -2.0423 5.0743
C -2.4947 -2.4442 2.4032
Br -5.2509 2.2443 -1.4733
H 1.8237 -0.5415 2.4127
H 0.8614 1.4751 5.4282
C 3.8092 0.3215 -4.0304
C 2.9954 -2.4548 0.6027
C 0.7560 2.0650 2.8620
H -2.3054 -0.4255 5.2251
H 3.6523 -2.1978 1.4365
H -2.6487 2.7357 0.5790
C -0.6276 -2.3685 3.9887
C -1.7613 -1.5205 3.3909
H 1.0515 -4.9957 -2.2596
O -0.5786 -2.2026 -1.9549
H -4.1457 1.2478 0.9990
H 0.1291 -2.3154 -4.8729
H 4.5796 0.6712 -3.3411
H -0.1332 -1.8893 4.8292
H -3.4266 -2.0248 2.0369
H 5.2681 -1.3271 -2.4721
Si 3.3944 -1.2992 -0.8261
H 4.7246 0.1144 0.6782
H 3.1915 -3.4931 0.3412
H 3.8408 0.9687 -4.9095
H 2.1394 2.8567 -3.1003
C 1.9116 2.0545 -2.3934
I -2.2269 0.6430 -2.3980
*
```

As for the HOMO energy: -11.33 eV. For the energy relative to the best compared isomer or geometry (same formula, charge and spin), the calculation gives 9.9 kJ/mol.


2.
C28H58F6N3P | the ωB97M-V functional and the def2-TZVPD basis

Geometry as ORCA input:
```
! wB97M-V def2-TZVPD RIJCOSX def2/J DEFGRID3
* xyz 0 1
H -2.6586 -1.8542 -3.9280
H -1.8046 7.3460 1.0766
H -3.4514 -4.7511 -3.6938
H 1.5809 1.8520 3.4645
H -0.0118 -4.4887 -3.5914
H 4.5699 -2.5449 0.0919
H 2.9357 -2.1920 -1.7236
C 3.5841 -0.6026 0.4067
F 2.8595 2.0798 -7.2426
H 3.4886 1.9692 0.9691
C -1.6143 -6.0688 -3.9634
F 1.3043 0.8406 -8.2058
C -0.6222 -4.4713 0.4438
N 0.0598 -4.4098 -0.8475
H -1.3278 3.4290 4.2699
H 0.3746 3.3688 1.5596
C 1.4731 -5.0308 1.0773
H -1.7646 -3.0889 -2.9404
C 2.4519 2.3104 2.9095
C -1.9358 6.2593 1.3126
H -3.2295 3.5283 2.7487
H 3.8932 -0.0845 2.5068
H -1.0198 4.6108 2.5477
H -4.8420 3.9326 3.4202
C -3.5254 5.6665 3.3791
C -0.4132 -1.8679 -4.2315
H 2.9443 -0.2413 -0.4478
C 1.3648 -5.0219 -0.5061
C -0.8030 5.6532 2.2144
H -1.0482 -3.9652 -5.5464
H 1.5011 -6.0952 -0.8326
H 2.1485 -0.6277 2.0798
H -1.6366 2.4928 5.7778
C -1.8257 3.4719 5.2696
H 3.3043 -2.6448 1.3770
C 2.5585 -2.6647 -0.7751
H 4.6369 -0.2454 0.3008
H -0.0105 -1.3402 -3.3260
H 1.5111 -2.3332 -0.5720
H -2.7213 6.0919 4.0247
H 1.6227 -4.0004 1.5050
H -3.8850 5.1814 1.2696
H -2.6624 -3.2302 -5.8495
C -1.3415 4.6705 6.1718
C 3.5447 -2.1938 0.3807
C -2.0323 -3.7104 -5.0589
H -0.2866 4.4348 6.4885
C -0.8571 -5.3089 -1.6488
H 3.2152 4.3063 2.3872
N 0.0372 -5.2731 1.4380
F 2.0906 1.4160 -5.4484
C 2.2172 3.8704 2.6654
C -1.8004 -2.5832 -3.9437
H -2.0758 -3.9614 1.7179
C 3.0343 -0.0093 1.7863
C 2.6825 -4.2466 -0.9691
H -1.9193 -4.9455 -1.6078
H 1.7236 3.9902 0.4940
C -3.7331 4.0982 3.5711
H -1.9933 4.7766 7.0827
H -4.4893 6.1325 3.7406
H 3.3625 2.1706 3.5614
C -3.4124 6.0255 1.8427
H 1.7416 1.5529 0.9257
F 3.3374 0.0292 -7.9084
H -2.1534 -6.7781 -3.2640
H -2.3778 -3.4809 0.0592
H 2.2502 -5.6887 1.5273
P 2.2223 0.6224 -6.8723
C 0.6257 5.6198 1.5043
H -0.5054 -1.2016 -5.1218
H -3.8795 4.1908 5.8332
C -0.4188 -5.4302 -3.1514
N -1.7621 -3.9048 0.7490
H -3.2574 -5.5031 -5.3021
H -1.2158 -6.7288 -4.7831
H -3.8462 2.5453 5.1217
H 0.6222 6.0655 0.4799
H -1.2895 5.6505 5.6250
H -0.1125 -6.2802 1.3224
H -1.8672 5.7272 0.3168
F 0.8150 -0.0881 -6.4263
F 2.9201 -0.5637 -5.9855
H -3.9906 6.9800 1.6870
H -0.6771 6.3291 3.1100
H 0.3768 -2.6277 -4.5062
C -3.4058 3.5815 5.0202
C 2.6592 1.5095 1.5707
H -0.8018 -6.3431 -1.1914
C 1.1997 4.1303 1.4817
H 1.3752 6.2122 2.1053
H 3.5312 -4.5911 -0.3267
H 2.9570 -4.4842 -2.0295
H 1.8572 4.2747 3.6461
H 0.4216 -6.1840 -3.1831
C -2.6722 -5.0208 -4.4648
*
```

As for the HOMO energy: -9.18 eV.


3.
C28H58I2N4O2RbSbSi | the ωB97M-V functional and the def2-TZVPD basis

Geometry as ORCA input:
```
! wB97M-V def2-TZVPD RIJCOSX def2/J DEFGRID3
* xyz 0 1
I -2.2046 -5.1078 -2.2906
C -0.2199 -2.2649 4.8986
H 3.2202 3.4363 -0.6487
H -2.6530 3.7274 -2.7690
C -3.9569 0.6227 0.9906
C -0.4016 -4.3806 -3.1590
C 1.5883 2.8322 -3.6942
H -3.4613 3.1154 0.7243
H -3.0534 0.5606 -4.2996
C 4.9803 -0.8916 -3.1061
H -5.3449 -2.3195 0.9955
H -3.1297 -1.8420 -2.4918
H 2.0860 -4.0314 0.8027
H -1.6778 4.3136 -0.7301
H 2.7634 2.9821 3.5453
C -2.5816 2.6474 1.1919
H -3.7721 2.1307 -4.1385
H 2.2022 -3.3751 4.3646
H 3.4313 -0.5470 0.5000
H 3.0730 -0.3784 -3.7454
H -3.7713 0.8464 -0.0787
H 3.6512 0.1790 4.6966
H -3.7719 3.0723 -1.5977
H -5.6602 -0.9869 -0.0235
H 4.3389 -0.4002 3.1904
H 1.2123 -3.7861 2.3074
C 3.5873 0.8635 -2.0890
H -0.1812 -2.6077 5.9341
H -0.4856 -4.6282 -4.2193
C 3.7945 0.4284 3.6313
H -2.2435 3.3283 1.9798
Si 1.9396 1.8061 -2.1073
C -4.2045 -2.3279 -0.8289
C 6.0066 -0.6681 -2.2282
H 3.5655 -2.1114 -0.3029
C -4.8993 -0.8887 -2.6746
C -4.8029 0.6251 -3.0502
H -4.9811 -1.4596 -3.6628
H -2.1359 0.7602 2.1349
C 1.0553 -1.4856 4.6004
H 0.5750 3.1754 -3.5613
H -4.9871 0.9971 1.0945
H -0.3195 -3.1202 4.2727
H -0.6457 2.4708 0.5751
C -2.7369 2.9843 -1.9966
H 3.0760 -2.3337 2.3638
H 0.3951 -4.8665 -2.6194
H 1.7063 2.1937 -4.5921
H 3.2039 -1.9544 4.4416
H 2.2631 2.4315 0.3790
H -4.9535 -3.0622 -1.1944
H 2.2461 3.7456 -3.8002
C -3.4877 1.2048 -3.5727
Sb 0.9857 -0.6254 2.5606
N -3.8001 -1.4125 -1.8662
H -5.8814 -1.1517 -2.1648
H 1.1784 2.5762 3.1555
O 0.6197 0.8667 -1.6495
C -3.0095 1.3858 1.9125
H 1.1228 -0.6972 5.3433
C 4.6218 0.9996 -1.1615
C 5.7842 0.2297 -1.2063
H 6.9518 -1.1823 -2.3839
H 1.7347 1.9125 4.6391
H 2.4597 -2.5344 5.8783
H 2.0642 -1.1978 -0.3067
Rb -1.3059 -0.4328 -0.3434
H 6.5383 0.4114 -0.4503
C 2.0432 2.1490 3.5869
H -3.4196 1.6593 2.9151
H 2.8902 1.1098 1.8502
C -1.6415 3.2678 -1.0216
H -1.1406 -1.7290 4.8174
H -5.5475 0.8379 -3.8117
H -3.9255 -1.1150 2.1198
N -3.8764 -0.8498 1.1165
O 1.0932 0.1971 -2.9065
C 2.2950 -2.3862 4.8024
C -4.8591 -1.6089 0.3718
H 5.1042 -1.6556 -3.9267
C 2.8961 -1.5097 0.3399
C 2.2096 2.9729 -0.5884
H 0.5685 -3.1246 0.7977
I 0.0717 -2.2999 -3.1215
N -1.5657 2.3946 0.1511
H -1.5594 1.4357 -2.7449
H -5.1206 1.1960 -2.1786
H 1.5267 3.7860 -0.3772
N -2.5185 1.6064 -2.5140
H -3.3598 -2.7386 -0.4066
H 4.4736 1.7746 -0.4113
C 3.8300 -0.1294 -3.0260
C 2.3247 -2.0896 1.6090
C 1.4914 -3.3490 1.3441
H 4.5047 1.2788 3.5657
H -0.6324 3.2457 -1.4932
C 2.5430 0.8708 2.8424
*
```

As for the HOMO energy: -7.83 eV. For the energy relative to the best compared isomer or geometry (same formula, charge and spin), the calculation gives 0.0 kJ/mol.